Entry from the OMol25 dataset: one molecule with the formula C23H22N4O in a non-equilibrium geometry (ωB97M-V/def2-TZVPD).

## Properties
SMILES   CCc1ccc([C@@H](C)NC(=O)/C(C#N)=C\c2cn[nH]c2-c2ccccc2)cc1
LUMO energy   -0.0106 Ha
Relative energy (zero: lowest compared OMol25 entry of this formula, charge and spin)   27.6 kcal per mole
HOMO level   -8.622 eV
HOMO-LUMO gap   8.33 eV

CARTESIAN COORDINATES (ANGSTROEM)
C  -7.00580  0.12581  0.54180
C  -5.99682  1.25083  0.78183
C  -4.59540  0.74844  0.58553
C  -4.01292  0.75118  -0.67534
C  -2.74018  0.24976  -0.86927
C  -2.01305  -0.26736  0.19613
C  -0.62068  -0.81994  -0.01426
C  -0.65920  -2.09975  -0.84883
N  0.22586  0.16947  -0.65482
C  1.18135  0.85413  0.00816
O  1.51148  0.61501  1.15193
C  1.78200  1.97004  -0.79721
C  0.91949  2.57834  -1.72751
N  0.20214  3.02795  -2.50502
C  3.02677  2.46846  -0.62067
C  4.05036  1.92836  0.22368
C  4.99338  2.68914  0.95599
N  5.76397  1.91846  1.68602
N  5.36728  0.67175  1.43928
C  4.33925  0.60363  0.56753
C  3.82045  -0.66092  0.07417
C  3.67346  -1.74918  0.93153
C  3.20384  -2.95660  0.45002
C  2.88655  -3.09757  -0.89085
C  3.03026  -2.01925  -1.74982
C  3.49073  -0.80764  -1.27247
C  -2.59104  -0.26740  1.45743
C  -3.86758  0.22964  1.64794
H  -8.02099  0.48714  0.68824
H  -6.82659  -0.69714  1.23036
H  -6.91484  -0.25284  -0.47378
H  -6.11565  1.62934  1.79893
H  -6.19739  2.06883  0.08674
H  -4.56121  1.15342  -1.51515
H  -2.31447  0.26742  -1.86277
H  -0.15519  -1.02456  0.95546
H  -1.27021  -2.84533  -0.34704
H  0.34645  -2.49210  -0.97684
H  -1.09016  -1.90317  -1.82791
H  -0.04975  0.47619  -1.57588
H  3.29142  3.38079  -1.14585
H  5.09699  3.75532  0.98431
H  5.84151  -0.10346  1.87604
H  3.89610  -1.63636  1.98204
H  3.08345  -3.79227  1.12349
H  2.52918  -4.04540  -1.26631
H  2.78494  -2.12456  -2.79662
H  3.61606  0.02767  -1.94610
H  -2.03435  -0.65629  2.29784
H  -4.30127  0.22262  2.63791


Entry from the OMol25 dataset: C23H22N7RhSSeSi as an isolated structure in a non-equilibrium geometry (ωB97M-V/def2-TZVPD).

## Properties
LUMO energy (spin up / spin down)   -0.2933 / -0.2939 Ha
Relative energy (zero: lowest compared OMol25 entry of this formula, charge and spin)   0.0 kcal per mole
Total charge   +2
HOMO level (spin up / spin down)   -14.165 / -14.161 eV
HOMO-LUMO gap (spin up / spin down)   6.18 / 6.16 eV

CARTESIAN COORDINATES (ANGSTROEM)
Rh  -0.37249  -0.22881  -1.25306
C  4.53937  -4.03944  0.87885
Si  3.68956  -2.53748  1.63512
C  3.51211  -2.58778  3.50712
C  4.57110  -0.95803  1.11526
C  1.88494  -2.71380  0.97457
C  1.14774  -3.82469  1.40477
C  -0.16220  -4.02277  1.00333
C  -0.74742  -3.09551  0.15649
N  -0.07005  -2.04757  -0.29860
C  1.21331  -1.86833  0.10343
S  1.80250  -0.38650  -0.62833
H  5.58253  -4.10328  1.19051
H  4.51476  -3.98231  -0.21067
H  4.04058  -4.96174  1.18419
H  4.49524  -2.55969  3.97956
H  3.01113  -3.49569  3.84876
H  2.94401  -1.73100  3.87438
H  5.58318  -0.96547  1.52238
H  4.06203  -0.07303  1.50157
H  4.65058  -0.87447  0.03045
H  1.60648  -4.54771  2.06951
H  -0.73331  -4.87499  1.34280
H  -1.78080  -3.21089  -0.13997
Se  -2.01226  6.94065  0.75909
N  -1.37211  6.17380  -0.72169
C  -1.29078  4.89490  -0.49466
C  -0.80796  3.93810  -1.46742
C  -0.39966  4.28832  -2.75253
C  0.04481  3.30304  -3.61423
C  0.07048  1.98957  -3.17051
N  -0.32323  1.64060  -1.94975
C  -0.75922  2.58652  -1.08547
C  -1.18408  2.15213  0.21382
N  -1.11923  0.83058  0.49404
C  -1.50236  0.36599  1.66978
C  -1.97763  1.20305  2.67163
C  -2.05616  2.55775  2.42210
C  -1.66186  3.05650  1.18115
C  -1.71504  4.45437  0.82351
N  -2.12778  5.39475  1.62542
H  -0.43600  5.32794  -3.05141
H  0.36867  3.54379  -4.61616
H  0.41523  1.18859  -3.81314
H  -1.42624  -0.70376  1.81914
H  -2.27581  0.78774  3.62315
H  -2.41818  3.25000  3.17146
N  -3.06554  -1.57752  -2.10333
C  -4.31895  -1.35284  -2.52815
C  -4.40998  -0.01164  -2.82301
C  -3.14020  0.50169  -2.56019
N  -2.32108  -0.45873  -2.12870
H  -2.64392  -2.46537  -1.90564
H  -5.04938  -2.14126  -2.60325
H  -5.27118  0.51659  -3.19248
H  -2.79817  1.51513  -2.68496


Entry from the OMol25 dataset: C23H23AsPPb as an isolated structure in a non-equilibrium geometry (ωB97M-V/def2-TZVPD).

## Properties
LUMO energy (spin up / spin down)   -0.1554 / -0.1520 Ha
Total charge   +1
HOMO level (spin up / spin down)   -10.067 / -10.594 eV
HOMO-LUMO gap (spin up / spin down)   5.84 / 6.46 eV

CARTESIAN COORDINATES (ANGSTROEM)
C  -0.11001  -0.43921  -2.64102
C  1.26809  -0.70884  -2.89104
C  1.97246  0.53570  -2.88168
C  1.01762  1.58645  -2.73053
C  -0.26583  0.99156  -2.54499
Pb  -1.97184  -0.15783  0.89144
P  -1.78982  -2.13935  3.00220
H  -0.91522  -1.17285  -2.54910
H  1.70137  -1.69711  -3.03288
H  3.05153  0.65847  -2.94149
H  -1.21351  1.51001  -2.39147
H  1.22265  2.65454  -2.73645
H  -0.67779  -2.33198  3.89339
H  -1.80306  -3.43449  2.37413
H  -2.87907  -2.34816  3.91547
C  -0.78704  0.96345  6.41469
C  -1.82215  1.11254  5.48647
C  -1.52265  1.27606  4.13062
C  -0.19168  1.23589  3.70939
C  0.85182  1.03688  4.62052
C  0.54712  0.93140  5.98590
As  0.13757  1.29921  1.76061
C  -0.31433  3.21083  1.53892
C  -0.98993  3.57219  0.36894
C  -1.38160  4.90133  0.17620
C  -1.08756  5.86656  1.14748
C  -0.40792  5.50193  2.31512
C  -0.00098  4.17127  2.50785
C  2.10130  1.37808  1.63071
C  2.77141  2.57754  1.36097
C  4.16703  2.63003  1.49440
C  4.88260  1.48563  1.86554
C  4.21681  0.26134  2.00716
C  2.82457  0.19552  1.85396
H  -1.02080  0.86841  7.47465
H  -2.86418  1.11508  5.81597
H  -2.32879  1.40641  3.39720
H  1.88106  0.98076  4.26435
H  1.35566  0.82652  6.71212
H  -1.20851  2.80731  -0.38350
H  -1.91088  5.18498  -0.73619
H  -1.38244  6.90591  0.98321
H  -0.18711  6.25109  3.07728
H  0.55915  3.88617  3.40111
H  2.20693  3.46471  1.07395
H  4.69011  3.57194  1.32020
H  5.95937  1.54816  2.03852
H  4.78283  -0.63927  2.25055
H  2.29735  -0.75744  1.92729